A structure of composition C53H48As2Cl4GeN3O4SY. Source: the Open Molecules 2025 dataset; level of theory: the ωB97M-V functional and the def2-TZVPD basis.

Computed properties:
E = -308563.2559 eV
Energy above the lowest of the compared OMol25 structures with the same formula, charge and spin = 61.53 kcal per mole
Gap between HOMO and LUMO (spin up / spin down) = 0.278 / 0.215 Ha
Expectation value of S² = 0.76
E_LUMO (spin up / spin down) = -2.5 / -4.4 eV

Geometry as ORCA input:
```
! RIJCOSX wB97M-V def2-TZVPD def2/J DEFGRID3
* xyz 1 2
Y 0.10286 1.28566 -0.25382
Cl -1.97369 -4.37240 -4.11964
C -1.21258 -2.77784 -3.87133
C -2.23491 -1.67095 -3.86752
C -1.81469 -0.69907 -3.07581
C -0.49127 -1.06790 -2.42026
O -0.33885 -0.51524 -1.15860
C 0.61486 -0.67403 -3.39273
C 1.60755 0.35990 -3.16133
N 1.70355 1.17493 -2.17180
C 2.86335 2.01971 -2.26957
C 4.09746 1.54357 -1.93590
C 5.24226 2.35711 -2.08136
C 5.13502 3.61461 -2.59750
C 3.86895 4.12059 -2.97696
C 3.69498 5.38011 -3.59780
C 2.44542 5.78151 -3.96260
C 1.35064 4.94481 -3.65687
N 1.46357 3.77462 -3.08350
C 2.71434 3.33653 -2.77569
C 0.70010 -1.31445 -4.56773
H -3.09852 -1.67802 -4.51753
H -2.25731 0.28077 -2.96195
H 2.36076 0.42722 -3.94982
H 4.19148 0.53592 -1.54938
H 6.20898 1.96404 -1.79730
H 6.01195 4.23359 -2.73887
H 4.56077 6.00390 -3.78383
H 2.27581 6.73082 -4.45075
H 0.34079 5.27470 -3.88244
H 1.46892 -1.03135 -5.27917
C 2.17694 -2.18976 0.15418
C 2.10914 -1.75625 1.61975
As 0.47474 -0.73977 2.00063
C 0.72613 -0.27322 3.87165
C 1.98163 0.02034 4.39368
C 2.11903 0.40523 5.72193
C 1.00218 0.50801 6.53753
C -0.25587 0.22070 6.02150
C -0.39240 -0.16626 4.69675
C -0.89889 -2.08814 2.18940
C -0.75339 -3.11438 3.11686
C -1.68337 -4.14027 3.16286
C -2.76351 -4.13985 2.28785
C -2.92195 -3.10372 1.37965
C -1.98922 -2.07701 1.32998
As 0.88556 -3.64861 -0.21655
C 0.67445 -3.41995 -2.16365
C -0.57256 -2.63146 -2.48293
C -0.18177 -2.46563 -4.98145
C 0.71042 -3.62226 -5.33888
C 1.42360 -4.30099 -4.44543
C 1.46378 -4.11431 -2.99479
C 2.08166 -5.18361 -0.09363
C 3.44751 -5.18627 -0.37192
C 4.19495 -6.34691 -0.23399
C 3.58524 -7.52269 0.18198
C 2.22748 -7.53363 0.46180
C 1.48369 -6.36884 0.32906
H 3.18581 -2.51848 -0.09303
H 1.92954 -1.36636 -0.51740
H 2.93498 -1.08317 1.85973
H 2.16408 -2.60919 2.30062
H 2.86800 -0.04408 3.77534
H 3.10257 0.62145 6.11810
H 1.11128 0.79997 7.57372
H -1.12992 0.28222 6.65780
H -1.37576 -0.41483 4.31175
H 0.08890 -3.12031 3.79959
H -1.56394 -4.94450 3.87726
H -3.48335 -4.94707 2.31943
H -3.76399 -3.10162 0.69939
H -2.08603 -1.29440 0.58485
H -1.34183 -2.90806 -1.75465
H -0.73397 -2.16524 -5.87842
H 0.77107 -3.89737 -6.38421
H 2.05282 -5.10349 -4.81358
H 2.25158 -4.69682 -2.52936
H 3.94479 -4.28555 -0.71063
H 5.25468 -6.33464 -0.45428
H 4.16904 -8.42744 0.28921
H 1.74701 -8.44668 0.78827
H 0.42385 -6.38005 0.55927
C 0.20258 3.04863 3.73494
N -1.23879 2.88191 3.59689
C -2.03041 3.33487 4.73752
C -1.80511 2.46174 2.48048
C -3.29963 2.35684 2.42767
O -1.13111 2.14540 1.46065
H 0.52736 2.53953 4.64168
H 0.44114 4.11084 3.80604
H 0.71256 2.62328 2.88020
H -2.38279 4.35629 4.58303
H -1.39281 3.31228 5.61736
H -2.88054 2.68296 4.91624
H -3.66170 1.63268 3.15912
H -3.59172 2.03548 1.43302
H -3.76697 3.31759 2.64654
Cl 2.16531 2.60609 0.76094
Ge 0.31701 4.54629 0.05691
Cl 1.54142 6.20829 -0.56466
Cl -0.95220 5.52141 1.55834
O -7.77867 2.58138 -0.16036
C -6.89598 3.42215 0.41576
O -7.22261 4.12477 1.32728
C -5.49986 3.41600 -0.13176
C -4.89777 2.26566 -0.62913
C -3.56935 2.29511 -1.02247
C -2.84328 3.48339 -0.96830
S -1.19360 3.49565 -1.62678
C -3.46231 4.64425 -0.50927
C -4.77187 4.59938 -0.06597
H -7.41183 2.19735 -0.96734
H -5.43679 1.32586 -0.66455
H -3.09728 1.38558 -1.36870
H -2.92010 5.57791 -0.49434
H -5.25122 5.48495 0.32975
*
```

The ion C4H7ClN3 with charge +1. Source: the Open Molecules 2025 dataset; level of theory: the ωB97M-V functional and the def2-TZVPD basis.

Computed properties:
E = -21244.5813 eV
Energy above the lowest of the compared OMol25 structures with the same formula, charge and spin = 52.80 kcal per mole
Gap between HOMO and LUMO = 0.329 Ha
E_LUMO = -4.4 eV

Geometry as ORCA input:
```
! RIJCOSX wB97M-V def2-TZVPD def2/J DEFGRID3
* xyz 1 1
C -1.43533 0.37335 1.10549
C 0.84464 -0.27301 -0.61269
C -0.11498 1.03453 1.32255
C -1.40741 -0.81433 -0.91803
N -1.80432 -0.45853 0.31360
N 1.06775 0.44981 0.46732
N 1.73211 -0.63883 -1.48861
Cl -1.39798 -2.43449 -1.33375
H -2.00868 0.49264 1.96830
H -0.00412 2.11512 1.17914
H 0.12927 0.90353 2.46411
H -1.63942 -0.03961 -1.63042
H 1.89655 0.81102 0.86600
H 1.44352 -1.16088 -2.33293
H 2.69840 -0.36032 -1.37008
*
```

A cluster of 8 separate species, H16O8 in total. Source: the Open Molecules 2025 dataset; level of theory: the ωB97M-V functional and the def2-TZVPD basis.

Computed properties:
E = -16640.3188 eV
Energy above the lowest of the compared OMol25 structures with the same formula, charge and spin = 39.01 kcal per mole
Gap between HOMO and LUMO = 0.398 Ha
E_LUMO = -0.2 eV

Geometry as ORCA input:
```
! RIJCOSX wB97M-V def2-TZVPD def2/J DEFGRID3
* xyz 0 1
O -1.34789 1.88900 2.01609
H -1.26648 2.06896 1.06948
H -0.41158 1.83552 2.26279
O 2.77987 1.42036 0.11078
H 1.86070 1.69584 -0.06257
H 3.15705 1.20710 -0.75084
O -2.39062 -3.83183 -1.25624
H -2.17771 -2.88509 -1.27392
H -1.98374 -4.20175 -2.04827
O -0.00129 2.31033 -0.59091
H -0.11382 3.10142 -1.13722
H -0.29532 1.56243 -1.13300
O 2.62084 -1.77109 -1.18216
H 2.20862 -1.06048 -0.66353
H 1.97909 -2.48915 -1.14031
O -0.07257 -0.53708 0.31524
H -0.86262 -1.09685 0.34466
H -0.13069 0.00897 1.12084
O 1.41597 0.95506 2.66547
H 2.24828 0.97723 2.16734
H 1.59208 0.43346 3.45741
O -2.91535 -0.81981 -1.16954
H -2.34075 -0.04684 -1.23150
H -3.55205 -0.72573 -1.89009
*
```

Copy entry 3 word for word.
A cluster of 8 separate species, H16O8 in total. Source: the Open Molecules 2025 dataset; level of theory: the ωB97M-V functional and the def2-TZVPD basis.

Computed properties:
E = -16640.3188 eV
Energy above the lowest of the compared OMol25 structures with the same formula, charge and spin = 39.01 kcal per mole
Gap between HOMO and LUMO = 0.398 Ha
E_LUMO = -0.2 eV

Geometry as ORCA input:
```
! RIJCOSX wB97M-V def2-TZVPD def2/J DEFGRID3
* xyz 0 1
O -1.34789 1.88900 2.01609
H -1.26648 2.06896 1.06948
H -0.41158 1.83552 2.26279
O 2.77987 1.42036 0.11078
H 1.86070 1.69584 -0.06257
H 3.15705 1.20710 -0.75084
O -2.39062 -3.83183 -1.25624
H -2.17771 -2.88509 -1.27392
H -1.98374 -4.20175 -2.04827
O -0.00129 2.31033 -0.59091
H -0.11382 3.10142 -1.13722
H -0.29532 1.56243 -1.13300
O 2.62084 -1.77109 -1.18216
H 2.20862 -1.06048 -0.66353
H 1.97909 -2.48915 -1.14031
O -0.07257 -0.53708 0.31524
H -0.86262 -1.09685 0.34466
H -0.13069 0.00897 1.12084
O 1.41597 0.95506 2.66547
H 2.24828 0.97723 2.16734
H 1.59208 0.43346 3.45741
O -2.91535 -0.81981 -1.16954
H -2.34075 -0.04684 -1.23150
H -3.55205 -0.72573 -1.89009
*
```